(1)
The following is a quantum chemistry calculation of 2 unconnected molecules or ions with the total composition C5H11N2, from OMol25.

The geometry in XYZ format:
```
18
Properties=species:S:1:pos:R:3:forces:R:3:mulliken_charge:R:1
C 1.26594 1.44913 1.85870 -1.08 -0.55 -1.99 0.201
C -1.78275 -0.48326 -2.36591 0.65 0.59 -2.47 -0.358
C -0.66194 -0.30461 -1.43279 -1.85 -2.64 -1.42 -0.007
C 1.48057 2.29396 3.01786 -1.76 -1.31 1.78 -1.180
C -0.32911 -2.81008 -1.91856 -3.39 -0.22 2.77 -0.716
N 0.18195 0.94558 1.38920 -0.20 0.48 0.99 -0.530
N -0.79796 -1.48190 -1.86674 -0.77 3.30 0.91 0.039
H -2.85409 -0.60848 -2.09138 1.03 0.33 -0.14 0.280
H -1.43059 -0.08608 -3.40376 -1.64 -0.83 1.59 0.243
H 2.11863 1.24839 1.22852 0.57 -0.11 0.02 0.343
H 0.70067 2.97391 3.26173 -1.06 0.69 -0.41 0.340
H 2.34640 2.84351 2.99306 2.28 0.97 -0.06 0.331
H 1.43195 1.65760 3.91284 0.63 -0.06 -0.06 0.331
H -1.19622 -3.43632 -1.49623 1.57 0.56 -0.47 0.316
H -0.25678 -2.98740 -2.90873 0.99 -1.29 -3.18 0.371
H 0.50415 -2.74831 -1.30495 1.90 -1.03 0.79 0.328
H -0.62448 1.18803 2.00650 0.61 -0.15 -0.49 0.190
H -0.09635 0.34633 -0.87935 1.54 1.27 1.84 0.478
```
Forces are in eV/Å.

Properties
HOMO-LUMO gap: 9.15 eV
Charge: +1
HOMO: -0.4997 Eh
ΔE to the lowest compared entry with this formula, charge and spin: 400.4 kJ/mol

(2)
The following is a quantum chemistry calculation of C5H7NO in the gas phase, from OMol25.

The geometry in XYZ format:
```
14
Properties=species:S:1:pos:R:3:forces:R:3:mulliken_charge:R:1
C -1.08610 -1.53361 -0.14210 0.01 0.24 0.28 -1.031
C -0.24057 -0.55842 -0.89938 1.26 -1.26 -1.42 0.683
C 0.78700 1.07010 0.51379 1.85 0.31 -0.01 0.019
C 1.73855 0.27208 0.00277 -1.04 0.46 1.59 -0.021
C 0.33831 1.93314 1.39416 -0.46 0.13 -0.12 -0.729
N -0.52067 0.10313 -1.93334 0.91 -0.73 0.73 -0.658
O 1.29183 -0.83774 -0.58225 -2.81 0.02 -0.82 -0.368
H -1.48597 -0.00866 -2.23887 0.01 0.18 0.47 0.274
H 2.79538 0.26383 0.25910 0.15 0.68 -1.05 0.383
H -0.77216 -1.59915 0.89896 -0.02 -0.04 -0.06 0.278
H -2.13342 -1.22629 -0.18313 0.11 -0.01 -0.01 0.381
H -0.99462 -2.51854 -0.60750 0.11 0.08 0.08 0.303
H 0.89033 2.20058 2.29161 -0.47 -0.77 0.60 0.254
H -0.60789 2.43955 1.22618 0.36 0.71 -0.26 0.232
```
Forces are in eV/Å.

Properties
SMILES: [H]/N=C(\C)OC=C=C
HOMO-LUMO gap (alpha / beta): 7.57 / 7.57 eV
HOMO (alpha / beta): -0.2800 / -0.2801 Eh
ΔE to the lowest compared entry with this formula, charge and spin: 465.0 kJ/mol

(3)
The following is a quantum chemistry calculation of a molecular structure, C5H6N4, from OMol25.

The geometry in XYZ format:
```
15
Properties=species:S:1:pos:R:3:forces:R:3:mulliken_charge:R:1
C -0.14158 -0.68381 -2.32080 -1.01 -0.75 -4.63 -0.848
C 0.19270 -0.58378 -0.93787 3.05 -4.83 1.75 0.224
C 0.33614 -0.09894 1.22270 -2.06 0.16 -0.79 0.416
C 0.02090 0.91380 1.96048 -2.31 7.01 4.52 -0.871
C -0.49374 -0.00351 0.10090 -2.70 3.06 -0.49 0.674
H 1.08206 -0.77945 -3.06447 -4.36 0.58 2.17 0.266
H -0.87504 -2.02326 -2.64908 2.04 4.16 0.93 0.215
H -1.04963 0.44889 -2.54070 3.12 -3.84 0.17 0.250
H 2.06989 -1.32710 1.60645 -2.65 1.12 -1.95 0.299
H 0.56423 1.52815 2.79489 -1.28 -1.76 -1.48 0.306
H -1.51114 2.46037 1.63675 -0.33 0.14 -0.01 0.241
N 1.22616 -1.35848 -0.34467 -2.03 2.35 -1.12 -0.726
N 1.20796 -1.00810 0.99539 5.83 -4.19 0.04 0.164
N -1.17002 1.55345 1.39328 2.89 -3.53 -1.27 0.099
N -1.45887 0.96176 0.14674 1.79 0.32 2.16 -0.709
```
Forces are in eV/Å.

Properties
HOMO-LUMO gap: 8.20 eV
HOMO: -0.2922 Eh
ΔE to the lowest compared entry with this formula, charge and spin: 643.3 kJ/mol

(4)
The following is a quantum chemistry calculation of 8 unconnected molecules or ions with the total composition C18H42Cl12N2O4, from OMol25.

The geometry in XYZ format:
```
78
Properties=species:S:1:pos:R:3:forces:R:3:mulliken_charge:R:1
C -3.16886 -0.29453 7.61198 -1.99 -0.59 0.81 -0.809
O -2.61282 -0.20122 6.35170 1.96 0.03 0.12 -0.286
C -1.17795 0.09025 6.41874 -1.44 0.26 0.06 -0.701
C -0.86769 0.62424 5.07990 1.86 -2.32 -2.39 -0.283
N -1.49187 1.82746 4.72705 -1.21 1.77 0.98 -0.400
C -1.40135 2.37435 3.36951 0.09 -0.99 1.22 -0.663
C -2.46166 1.72489 2.50254 1.48 -1.00 -0.23 -0.152
O -3.67982 2.05059 3.08050 -1.33 -0.38 -0.06 -0.425
C -4.83348 1.54756 2.39431 1.02 1.53 -1.11 -0.721
H -4.07202 -0.91934 7.47557 0.38 0.07 0.35 0.238
H -3.55456 0.63986 8.03680 0.29 0.40 -0.32 0.312
H -2.55288 -0.72738 8.40544 0.32 -0.28 -0.34 0.315
H -0.56660 -0.81720 6.66318 -0.63 0.75 -0.04 0.349
H -1.05941 0.92204 7.10829 0.28 -0.16 0.65 0.363
H -1.18134 -0.17090 4.38535 -0.07 -0.44 -0.12 0.245
H 0.23167 0.58259 4.91868 -0.31 0.75 0.26 0.336
H -2.48277 1.68282 4.85643 -0.24 0.14 0.58 0.309
H -0.36655 2.15273 3.11569 -0.02 0.53 -0.95 0.337
H -1.66355 3.42285 3.46680 0.51 0.33 -0.29 0.265
H -2.20624 0.63544 2.43116 -0.72 0.36 0.28 0.144
H -2.42124 2.07699 1.49669 0.06 0.52 -1.04 0.414
H -5.68541 2.04255 2.80169 -0.53 0.62 0.30 0.287
H -4.99309 0.52411 2.56770 0.17 -1.67 0.10 0.328
H -4.79644 1.76095 1.28173 0.13 -0.24 1.12 0.214
C 2.85069 3.03914 -2.48054 -0.04 1.74 1.84 -0.773
O 2.62704 1.83101 -3.10782 -0.31 -0.26 -0.22 -0.110
C 3.09147 1.83443 -4.45078 0.86 -0.07 0.18 -0.849
C 2.02025 1.89010 -5.51596 -0.78 -1.14 -0.26 -0.461
N 1.23256 0.60674 -5.46832 0.08 1.46 -2.25 -0.440
C -0.08215 0.81174 -6.14538 1.47 -0.81 0.78 -0.688
C -0.91644 -0.43267 -6.14726 0.04 0.00 -0.72 -0.770
O -1.21132 -0.74526 -4.84161 0.22 0.49 2.21 -0.060
C -2.40488 -1.43753 -4.64104 0.07 -0.32 -0.95 -0.531
H 2.57872 3.04118 -1.41956 -0.28 -0.82 -0.14 0.133
H 2.29008 3.89941 -2.83673 -0.45 -0.02 -0.78 0.340
H 3.87479 3.41582 -2.40891 0.52 -0.60 -0.63 0.351
H 3.69220 0.91252 -4.56560 -0.44 0.23 -0.18 0.281
H 3.80080 2.65781 -4.52371 0.02 0.17 -0.44 0.523
H 2.48941 2.00685 -6.50413 0.13 -0.42 0.20 0.336
H 1.32617 2.74322 -5.50189 0.21 0.19 0.74 0.359
H 1.03117 0.41241 -4.52274 -0.17 -0.31 1.35 0.256
H 0.04234 1.19004 -7.14265 0.35 0.04 -0.60 0.499
H -0.62843 1.55202 -5.59670 -0.69 0.73 0.33 0.311
H -0.46248 -1.31579 -6.59658 0.36 0.14 -0.51 0.307
H -1.82688 -0.18261 -6.69007 -0.36 -0.11 -0.26 0.476
H -2.77931 -1.29631 -3.62265 0.00 0.21 -0.35 -0.048
H -2.24885 -2.49369 -4.84197 -0.02 -0.53 0.22 0.262
H -3.06203 -1.10371 -5.44867 -0.82 0.06 0.55 0.356
C 2.35329 -0.76532 0.37376 -0.31 -0.33 -0.08 0.057
Cl 2.91878 -1.26414 -1.22900 -0.23 0.30 0.16 -0.161
Cl 1.89965 0.94457 0.54408 -0.07 -0.43 -0.24 -0.123
H 1.56192 -1.42753 0.69340 -0.64 0.24 -0.38 0.071
H 3.11986 -0.97219 1.06667 1.20 0.15 0.58 0.146
C -1.19247 1.62651 -1.89530 0.21 -1.00 0.35 0.637
Cl -0.57365 3.07109 -1.12060 -0.06 0.22 -0.14 -0.157
Cl -2.93788 1.43606 -1.75686 -0.55 0.20 -0.06 -0.194
H -0.92843 1.55088 -2.94123 0.11 0.34 -0.09 -0.304
H -0.80542 0.76324 -1.36086 0.34 0.14 -0.06 -0.026
C 4.33827 1.67658 3.15160 0.37 -0.53 0.32 0.121
Cl 5.38793 0.62201 2.18435 0.01 0.06 -0.38 -0.165
Cl 4.45380 3.37302 2.75032 0.15 0.24 -0.07 -0.158
H 3.31951 1.37305 2.99416 -0.27 -0.17 0.00 -0.133
H 4.68141 1.48823 4.16351 -0.29 0.37 0.10 0.320
C 1.33638 -5.31292 -2.87260 -0.19 0.04 -0.21 -0.352
Cl 0.09134 -4.13342 -3.32762 0.00 0.19 0.09 -0.059
Cl 0.85321 -6.26560 -1.44355 0.27 0.24 -0.53 -0.151
H 1.44702 -5.92515 -3.76432 0.04 -0.35 0.41 0.295
H 2.26035 -4.77778 -2.67652 -0.13 -0.02 0.24 0.260
C 4.30324 -3.89399 3.14607 -0.60 -1.07 -0.20 -0.307
Cl 3.06761 -3.97839 1.82813 0.41 -0.24 0.09 -0.126
Cl 3.93344 -2.44308 4.08916 0.32 -0.25 0.29 -0.115
H 4.15135 -4.86347 3.75201 0.58 1.85 -0.85 0.301
H 5.29207 -3.77480 2.65286 -0.76 -0.27 0.63 0.261
C -2.53793 -2.83808 -0.99399 -0.38 0.91 -0.86 0.320
Cl -1.20791 -2.50511 0.15215 -0.62 -0.19 0.00 -0.095
Cl -3.62966 -4.19401 -0.62306 0.51 0.28 0.20 -0.175
H -3.18374 -1.92984 -1.12357 0.79 -0.81 0.44 0.182
H -2.03238 -3.04896 -1.93933 -0.26 -0.12 0.26 -0.242
```
Forces are in eV/Å.

Properties
SMILES: COCCNCCOC.COCCNCCOC.ClCCl.ClCCl.ClCCl.ClCCl.ClCCl.ClCCl
HOMO-LUMO gap: 8.59 eV
HOMO: -0.3001 Eh